Entry 1:
Below is a cluster of 12 separate species, C36H102N6O18 in total in a non-equilibrium geometry, with properties calculated with ωB97M-V/def2-TZVPD.

## Properties
SMILES: COCCNCCOC.COCCNCCOC.COCCNCCOC.COCCNCCOC.COCCNCCOC.COCCNCCOC.O.O.O.O.O.O
HOMO level, eV: -8.22
E, eV: -84773.39392

Each line ends with the Löwdin charge.
Element x y z (Å)
C1 22.239 15.746 16.724  -0.138
O1 21.300 16.387 17.464  -0.173
C2 20.619 17.416 16.816  -0.241
C3 19.869 16.950 15.632  -0.203
N1 18.930 15.850 16.039  0.000
C4 18.261 15.158 14.938  -0.199
C5 19.043 14.621 13.772  -0.251
O2 20.214 13.997 14.203  -0.189
C6 20.819 13.126 13.267  -0.095
H1 22.746 15.116 17.423  0.085
H2 22.951 16.449 16.242  0.105
H3 21.718 15.085 15.969  0.092
H4 21.330 18.171 16.463  0.130
H5 20.001 17.953 17.511  0.116
H6 20.568 16.639 14.840  0.117
H7 19.268 17.785 15.295  0.083
H8 19.439 15.109 16.515  0.103
H9 17.446 15.773 14.498  0.101
H10 17.816 14.256 15.318  0.113
H11 19.253 15.463 13.106  0.103
H12 18.454 13.927 13.204  0.113
H13 21.841 12.979 13.620  0.087
H14 20.874 13.579 12.258  0.092
H15 20.388 12.142 13.167  0.077
C7 14.321 15.068 8.368  -0.105
O3 13.292 15.058 9.324  -0.183
C8 13.673 14.437 10.520  -0.228
C9 12.387 14.123 11.302  -0.149
N2 11.388 15.199 11.502  -0.038
C10 10.549 15.606 10.360  -0.216
C11 9.119 15.726 10.696  -0.280
O4 8.999 16.903 11.445  -0.211
C12 7.769 16.918 12.234  -0.090
H16 14.567 14.047 8.046  0.091
H17 15.180 15.648 8.723  0.071
H18 13.913 15.515 7.437  0.095
H19 14.300 15.034 11.230  0.106
H20 14.306 13.548 10.482  0.111
H21 12.524 13.659 12.233  0.066
H22 11.769 13.487 10.655  0.122
H23 11.800 15.988 11.929  0.043
H24 10.589 14.826 9.599  0.113
H25 10.853 16.630 9.905  0.151
H26 8.877 14.913 11.369  0.115
H27 8.453 15.765 9.748  0.153
H28 7.442 17.974 12.324  0.086
H29 7.953 16.626 13.302  0.081
H30 6.934 16.367 11.796  0.081
C13 15.038 7.203 17.303  -0.133
O5 15.563 7.936 16.225  -0.225
C14 15.502 7.162 14.924  -0.189
C15 16.048 7.907 13.772  -0.237
N3 15.447 9.262 13.733  -0.031
C16 16.283 10.120 12.857  -0.204
C17 15.608 11.439 12.606  -0.241
O6 15.630 12.031 13.870  -0.173
C18 14.709 13.108 13.875  -0.094
H31 15.099 7.894 18.158  0.095
H32 15.533 6.240 17.370  0.081
H33 13.952 7.079 17.126  0.087
H34 14.455 6.873 14.745  0.123
H35 16.059 6.252 15.115  0.112
H36 15.985 7.245 12.859  0.141
H37 17.131 7.969 13.972  0.117
H38 15.635 9.618 14.666  0.094
H39 16.439 9.598 11.922  0.114
H40 17.248 10.242 13.349  0.120
H41 14.631 11.279 12.236  0.113
H42 16.205 12.035 11.901  0.118
H43 14.600 13.408 14.892  0.077
H44 13.712 12.842 13.586  0.057
H45 15.069 13.925 13.233  0.089
C19 17.422 19.446 16.436  -0.056
O7 17.634 19.717 15.023  -0.251
C20 17.009 20.941 14.695  -0.225
C21 17.584 21.407 13.360  -0.164
N4 16.919 20.771 12.203  -0.040
C22 17.085 21.442 10.959  -0.235
C23 16.367 20.654 9.857  -0.208
O8 17.116 19.447 9.816  -0.201
C24 16.702 18.661 8.716  -0.090
H46 16.297 19.277 16.527  0.101
H47 17.705 20.351 16.997  0.097
H48 17.956 18.558 16.629  0.042
H49 17.237 21.669 15.464  0.109
H50 15.928 20.743 14.739  0.118
H51 18.637 21.172 13.482  0.118
H52 17.513 22.500 13.217  0.125
H53 17.339 19.860 12.135  0.057
H54 18.125 21.574 10.638  0.122
H55 16.583 22.385 11.010  0.110
H56 16.376 21.238 8.912  0.127
H57 15.298 20.416 10.143  0.133
H58 15.722 18.248 8.976  0.083
H59 17.352 17.820 8.496  0.070
H60 16.608 19.242 7.808  0.083
C25 13.255 17.924 11.777  -0.121
O9 14.169 17.386 12.644  -0.230
C26 14.278 18.166 13.813  -0.171
C27 15.051 17.317 14.857  -0.169
N5 14.443 17.497 16.179  -0.037
C28 14.983 16.676 17.201  -0.237
C29 14.273 16.830 18.501  -0.229
O10 12.903 16.442 18.322  -0.229
C30 12.113 16.912 19.468  -0.064
H61 13.461 18.991 11.593  0.096
H62 12.176 17.791 12.112  0.106
H63 13.428 17.429 10.798  0.099
H64 13.227 18.319 14.182  0.114
H65 14.775 19.160 13.673  0.123
H66 16.092 17.623 14.980  0.092
H67 15.033 16.360 14.447  0.078
H68 13.442 17.501 16.156  0.070
H69 16.024 16.904 17.341  0.104
H70 14.984 15.593 16.934  0.131
H71 14.296 17.856 18.875  0.116
H72 14.711 16.185 19.268  0.125
H73 12.472 16.315 20.329  0.089
H74 11.086 16.676 19.213  0.078
H75 12.355 18.002 19.555  0.094
C31 12.589 10.870 15.504  -0.099
O11 11.660 11.758 14.889  -0.173
C32 11.189 12.667 15.814  -0.293
C33 10.275 13.669 15.194  -0.234
N6 11.007 14.581 14.374  -0.061
C34 11.504 15.791 15.019  -0.167
C35 10.561 17.023 14.942  -0.163
O12 11.390 18.148 15.330  -0.266
C36 10.639 19.252 15.813  -0.114
H76 12.188 10.298 16.358  0.090
H77 13.453 11.518 15.813  0.090
H78 12.978 10.120 14.809  0.076
H79 12.021 13.225 16.253  0.120
H80 10.591 12.254 16.632  0.122
H81 9.672 14.095 16.013  0.117
H82 9.577 13.110 14.498  0.143
H83 10.558 14.712 13.448  0.091
H84 12.494 16.056 14.577  0.112
H85 11.777 15.560 16.051  0.108
H86 9.659 16.983 15.612  0.123
H87 10.195 17.302 13.903  0.120
H88 11.370 19.986 16.272  0.102
H89 9.892 18.990 16.613  0.096
H90 10.178 19.819 15.005  0.078
O13 20.206 19.861 11.121  -0.079
H91 19.326 19.584 10.837  -0.004
H92 20.621 18.958 11.185  0.010
O14 21.136 17.082 11.268  -0.042
H93 21.747 16.406 11.593  0.062
H94 20.800 16.730 10.454  -0.004
O15 18.404 18.168 12.649  -0.062
H95 18.232 18.291 13.607  0.041
H96 19.371 17.984 12.649  0.057
O16 16.677 16.190 11.884  -0.057
H97 15.880 16.641 12.217  0.025
H98 17.295 16.907 12.015  -0.002
O17 17.389 14.574 9.764  -0.079
H99 17.263 13.646 9.903  0.029
H100 17.106 14.927 10.671  0.042
O18 19.597 16.088 9.016  -0.072
H101 18.898 15.443 9.263  0.006
H102 19.240 16.580 8.257  0.044

Entry 2:
Below is a structure of composition C53H45CsN4S5Sb2, with properties calculated with ωB97M-V/def2-TZVPD.

## Properties
HOMO level (spin up / spin down), eV: -1.73 / -1.44
E, eV: -129451.57952
Total charge: -2

Each line ends with the Löwdin charge.
Element x y z (Å)
Cs1 -1.716 -0.340 0.045  0.823
C1 -1.188 -4.059 4.701  -0.137
C2 -2.405 -3.416 4.517  -0.121
C3 -2.479 -2.150 3.974  -0.046
C4 -1.301 -1.479 3.592  -0.321
C5 -0.069 -2.139 3.785  -0.060
C6 -0.016 -3.404 4.327  -0.131
N1 -1.255 -0.210 3.062  -0.073
N2 -2.450 0.226 2.675  -0.175
C7 -2.446 1.563 2.332  -0.495
C8 -1.529 2.484 2.870  -0.026
C9 -1.634 3.807 2.508  -0.078
C10 -2.623 4.190 1.607  -0.093
C11 -3.454 3.202 1.102  -0.187
N3 -3.382 1.920 1.432  0.032
H1 -1.153 -5.054 5.124  0.081
H2 -3.321 -3.922 4.803  0.090
H3 -3.425 -1.653 3.825  0.088
H4 0.831 -1.617 3.483  0.094
H5 0.946 -3.889 4.458  0.089
H6 -0.773 2.132 3.552  0.088
H7 -0.929 4.528 2.906  0.095
H8 -2.730 5.215 1.280  0.085
H9 -4.217 3.454 0.368  0.094
C12 2.791 -3.238 0.689  -0.378
C13 3.608 -2.057 0.178  -0.388
C14 3.007 -0.709 0.533  -0.401
Sb1 4.210 1.010 0.042  1.560
C15 6.062 0.304 0.920  -0.402
C16 7.280 0.768 0.430  -0.160
C17 8.479 0.443 1.045  -0.110
C18 8.485 -0.350 2.183  -0.118
C19 7.281 -0.809 2.695  -0.105
C20 6.088 -0.482 2.067  -0.142
C21 4.669 0.305 -1.943  -0.364
C22 3.865 0.771 -2.978  -0.113
C23 4.057 0.337 -4.281  -0.092
C24 5.064 -0.568 -4.572  -0.114
C25 5.876 -1.038 -3.550  -0.103
C26 5.676 -0.604 -2.248  -0.141
Sb2 0.840 -3.242 -0.234  1.435
C27 1.613 -3.374 -2.210  -0.391
C28 1.275 -2.376 -3.115  -0.123
C29 1.799 -2.384 -4.400  -0.084
C30 2.664 -3.393 -4.788  -0.103
C31 3.001 -4.399 -3.894  -0.098
C32 2.476 -4.387 -2.612  -0.129
C33 0.419 -5.317 0.023  -0.393
C34 0.763 -5.969 1.203  -0.133
C35 0.447 -7.306 1.396  -0.104
C36 -0.219 -8.011 0.406  -0.113
C37 -0.572 -7.369 -0.772  -0.096
C38 -0.257 -6.032 -0.960  -0.139
H10 2.671 -3.199 1.775  0.046
H11 3.275 -4.188 0.438  0.053
H12 3.709 -2.133 -0.910  0.083
H13 4.631 -2.126 0.566  0.085
H14 2.734 -0.648 1.589  0.043
H15 2.089 -0.492 -0.022  0.024
H16 7.302 1.392 -0.458  0.095
H17 9.410 0.814 0.634  0.092
H18 9.419 -0.604 2.669  0.089
H19 7.266 -1.425 3.587  0.094
H20 5.160 -0.853 2.488  0.094
H21 3.078 1.488 -2.786  0.060
H22 3.409 0.715 -5.062  0.101
H23 5.209 -0.916 -5.588  0.093
H24 6.661 -1.755 -3.763  0.092
H25 6.311 -0.994 -1.460  0.089
H26 0.587 -1.585 -2.829  0.059
H27 1.529 -1.593 -5.088  0.105
H28 3.078 -3.395 -5.789  0.096
H29 3.677 -5.191 -4.196  0.094
H30 2.739 -5.181 -1.918  0.098
H31 1.275 -5.431 1.994  0.086
H32 0.718 -7.793 2.326  0.094
H33 -0.470 -9.054 0.554  0.091
H34 -1.102 -7.907 -1.548  0.097
H35 -0.551 -5.540 -1.880  0.085
S1 -5.322 -2.926 -6.819  0.457
C39 -4.376 -2.509 -5.526  -1.552
S2 -4.122 -3.509 -4.157  0.868
C40 -3.073 -2.469 -3.201  -1.185
C41 -2.768 -1.228 -3.825  -1.174
S3 -1.773 -0.007 -3.276  0.534
S4 -3.549 -1.013 -5.389  0.872
S5 -2.562 -3.031 -1.714  0.455
C42 2.064 4.484 3.455  -0.154
C43 1.866 5.173 2.267  -0.143
C44 1.635 4.515 1.074  -0.061
C45 1.589 3.102 1.004  -0.376
C46 1.781 2.423 2.234  -0.101
C47 2.010 3.092 3.415  -0.131
N4 1.309 2.362 -0.092  0.035
C48 1.409 2.860 -1.354  -0.356
C49 2.364 3.800 -1.806  -0.090
C50 2.487 4.111 -3.149  -0.133
C51 1.675 3.528 -4.109  -0.147
C52 0.714 2.607 -3.689  -0.127
C53 0.588 2.290 -2.357  -0.076
H36 2.245 5.009 4.384  0.075
H37 1.880 6.259 2.265  0.087
H38 1.455 5.100 0.181  0.093
H39 1.670 1.345 2.236  0.084
H40 2.130 2.513 4.324  0.094
H41 3.040 4.253 -1.092  0.091
H42 3.254 4.818 -3.450  0.090
H43 1.784 3.780 -5.157  0.080
H44 0.054 2.127 -4.402  0.072
H45 -0.148 1.567 -2.034  0.006

The evaluated energy above the lowest of the compared OMol25 structures with the same formula, charge and spin for the records listed, in turn: 93.75; 8.66 kcal/mol.